DFT (ωB97M-V/def2-TZVPD) results for a 2-piece molecular cluster, C5H14NOS overall.

Cartesian coordinates (Å):
C1 -1.97322 0.58764 1.56151
O1 3.24427 -1.33588 -2.03960
C2 -0.80116 -0.29265 3.64799
H1 -0.29039 0.55547 -2.25546
N1 1.66641 0.09760 -3.01601
H2 0.05180 -0.58202 3.03712
C3 1.86345 -1.03527 -2.11722
C4 -1.49999 0.89460 2.98945
C5 0.23611 0.38975 -3.20110
H3 1.52347 -0.83816 -1.09930
H4 -2.35968 1.18263 3.61184
H5 -1.46638 -1.15813 3.72219
H6 1.31156 -1.87804 -2.54626
H7 -2.54890 1.44189 1.19364
H8 3.55905 -1.39869 -2.93268
H9 -0.46835 -0.04835 4.66239
H10 2.09825 0.89925 -2.56831
H11 0.15008 1.26353 -3.84626
H12 -2.66080 -0.26562 1.57761
H13 -0.80829 1.73801 2.93678
H14 -0.22335 -0.45391 -3.72164
S1 -0.60395 0.23634 0.40333

Summary:
**Highest occupied orbital energy**: -2.548 eV
**Net charge**: -1
**Spin multiplicity**: 1
**Kohn-Sham gap**: 6.198 eV